# 1
C32H57N5O9PSYb | wB97M-V/def2-TZVPD

Output
Relative energy (zero: lowest compared OMol25 entry of this formula, charge and spin) in eV: 0.905
<S²>: 0.751

Structure (ORCA input):
```
! wB97M-V def2-TZVPD RIJCOSX def2/J DEFGRID3
* xyz 0 2
Yb 11.4916 13.5456 10.2477
S 9.0413 11.8134 12.1121
P 13.4183 10.4151 9.2765
O 10.8026 15.5876 9.9251
O 8.0145 12.4308 7.8773
O 8.6874 15.9971 9.1735
O 9.6894 12.7969 9.2707
O 10.4422 13.9051 13.4386
O 12.9287 11.7968 9.7266
O 10.4928 11.7810 11.5426
O 12.2212 13.3153 14.4433
O 11.9760 13.8867 7.5239
N 11.6613 13.7466 13.4274
N 14.1011 14.9967 13.6808
N 14.1430 14.9610 11.3650
N 12.3586 13.9424 12.2984
N 13.8876 14.2275 10.2053
C 11.7527 7.2213 7.4461
C 12.3551 8.5850 7.1632
C 17.5195 11.0568 9.1733
C 10.1768 8.2449 9.1549
C 14.6376 12.9099 12.6728
C 13.8749 9.3498 10.6889
C 15.4884 11.9335 8.0492
C 13.7179 8.8443 13.1451
C 7.1919 9.8993 11.7355
C 10.2330 15.3492 7.6027
C 16.9080 9.6349 9.3817
C 12.9804 9.5422 11.9368
C 15.8617 9.3818 8.2890
C 16.4695 12.1248 9.1918
C 14.1407 7.4304 12.7507
C 11.8895 15.3987 5.7749
C 13.4972 6.9350 11.4095
C 8.9574 10.4057 13.3023
C 9.8407 15.6992 9.0178
C 7.4903 10.0179 13.2401
C 13.7748 14.1854 12.4946
C 11.4313 14.0086 5.2561
C 11.0185 13.3521 6.5928
C 14.8514 10.5110 8.1219
C 9.6986 13.9731 7.1539
C 12.0446 9.7426 8.1986
C 10.6985 9.6964 8.9882
C 11.6911 15.2670 7.2832
C 14.0305 7.8364 10.3092
C 7.8768 11.0286 10.9640
C 10.2869 7.3878 7.8795
C 9.0500 12.9921 8.1700
H 11.2343 16.1928 5.4226
H 15.0943 7.5672 10.1542
H 12.8326 10.5817 12.2081
H 16.4605 9.6754 10.3744
H 13.3390 15.6409 13.8279
H 10.6908 10.2285 9.9432
H 7.6004 8.9461 11.3744
H 9.2569 10.8081 14.2787
H 14.0141 14.8108 9.3837
H 14.8243 9.7993 10.9985
H 9.8134 6.4358 8.1105
H 8.9572 14.0126 6.3633
H 9.7267 16.1551 6.9717
H 6.7772 10.7551 13.6335
H 14.4178 10.3236 7.1396
H 16.3603 9.3698 7.3382
H 9.1491 8.2692 9.5179
H 9.9441 10.2526 8.4133
H 15.6553 13.1719 12.4691
H 12.0390 9.0415 11.7757
H 18.3430 11.1815 9.8947
H 13.4349 8.4367 7.0283
H 14.2243 12.0970 12.1053
H 17.9318 10.9811 8.1198
H 13.1150 8.8671 14.0434
H 6.1058 9.8598 11.5937
H 12.3457 15.9133 7.9185
H 12.0405 10.6669 7.5923
H 11.7335 6.5711 6.5285
H 15.9291 12.0874 10.1378
H 12.8510 15.6191 5.3953
H 14.4616 13.4087 10.1344
H 7.3372 9.0679 13.7494
H 14.6750 12.7112 7.9975
H 11.0756 12.2978 6.6214
H 9.6211 9.6261 12.9393
H 12.2815 13.4964 4.8413
H 13.9599 6.7172 13.5908
H 15.1335 15.2586 11.4484
H 12.4139 6.9250 11.5613
H 14.1088 14.4166 14.5091
H 10.6949 7.7002 9.9859
H 14.5944 9.4512 13.3878
H 16.9357 13.1373 9.1556
H 16.0648 12.0127 7.0958
H 12.2402 6.6238 8.1894
H 7.1920 11.8032 10.6613
H 17.7297 8.9337 9.3042
H 14.5639 12.5631 13.6976
H 8.5321 10.7642 10.1135
H 15.2935 8.4815 8.4045
H 15.2103 7.4470 12.5262
H 10.5930 14.0832 4.5895
H 13.5129 7.6592 9.3664
H 9.6719 7.8117 7.0855
H 11.9378 8.9262 6.1862
H 13.8060 5.9327 11.1503
*
```

---

# 2
C32H58BrN2O6S3 | wB97M-V/def2-TZVPD

Structure (ORCA input):
```
! wB97M-V def2-TZVPD RIJCOSX def2/J DEFGRID3
* xyz 1 1
Br 1.0538 5.9692 2.9918
S -3.3951 -4.0711 6.4363
S 2.6934 0.1934 -7.0756
S -5.6832 -4.7416 4.4717
O 0.5485 4.0050 5.1247
O 1.5578 1.0779 -6.9157
O 2.6949 3.1162 5.7940
O 4.0128 0.5432 -6.5943
O 0.9670 -1.1624 -2.3999
O 2.8020 -0.2497 -8.6386
N 2.4462 0.5470 0.7201
N -3.1276 -3.6822 3.6010
C -0.0728 4.5347 3.9002
C 2.9012 0.7667 -9.6294
C -6.3037 -3.8281 2.9499
C 1.1939 -1.6837 1.9049
C -0.8275 -0.4441 4.3516
C 1.7267 3.1700 4.8395
C -1.2046 -2.0680 4.4897
C 1.1193 -0.1620 -1.3253
C 2.3465 4.8883 -3.7300
C 2.2696 -1.3980 -6.4136
C -2.4074 -2.6072 -0.1379
C 0.7549 -0.1178 4.6291
C 3.6774 2.8131 -0.4192
C -6.3297 -4.7548 0.3425
C 2.7279 2.9214 2.2139
C -7.0512 -4.7715 1.8377
C 3.4767 4.1761 -2.7327
C 4.1631 2.9464 -3.6083
C -3.9198 -4.0922 4.8199
C -2.6649 -4.0818 0.5623
C 2.6039 -0.2461 -0.5620
C 1.9689 2.2490 3.5044
C 4.2781 1.4052 -9.6360
C 1.4987 0.6823 3.3624
C -2.0817 -4.6929 3.1984
C 2.6356 3.6096 -1.4043
C -1.5031 5.3098 4.2827
C 1.7611 -0.1325 1.9247
C -2.4575 5.1175 2.9228
C -1.5219 -4.5222 1.6509
C 2.9326 2.0044 0.8306
C -2.6082 -2.2686 3.6686
H 4.3740 2.1125 -10.4642
H 2.2387 -1.3103 -5.3248
H -1.1100 -5.5869 1.3036
H 2.9447 -1.3765 -0.3841
H 0.0047 -1.0626 -2.7109
H -0.3973 3.6843 3.1293
H -1.7476 4.9986 1.9745
H 5.0569 0.6414 -9.7265
H 1.9824 5.8990 -3.2167
H -5.3831 -5.4818 0.3283
H -7.0817 -3.0174 3.3465
H -1.3151 6.4416 4.5363
H 0.2339 -0.2082 -0.5254
H -3.1310 6.0522 2.7089
H 1.7201 2.9711 -1.7608
H -2.5412 -1.8313 2.5823
H 5.1607 2.6511 -3.0246
H -1.1856 -4.8049 3.9716
H 1.5529 -2.2348 2.8847
H -7.0646 -5.0016 -0.5370
H 3.0365 -2.1181 -6.7050
H 4.4109 2.0821 -0.9662
H 4.4663 1.9504 -8.7066
H -7.2169 -5.8859 2.1575
H 4.3649 3.6388 0.0990
H 3.3693 0.1965 -1.3283
H 2.7244 0.2903 -10.5974
H 0.7956 0.5844 5.5933
H -2.6253 -5.7560 3.2168
H -1.3706 -2.1335 0.1478
H -2.6691 -4.8715 -0.3243
H -5.8875 -3.6639 0.2112
H -3.3210 -1.9094 0.1389
H -3.0503 4.1100 3.0252
H 4.2951 4.9680 -2.3870
H 2.8008 5.0592 -4.7992
H -1.2624 -2.2922 5.6397
H -0.5968 -3.8060 1.6507
H 1.5070 -2.3041 0.9648
H 1.4412 4.1115 -3.7642
H 1.0143 0.8984 -1.8364
H 2.1951 4.5864 -0.8825
H 1.2912 -1.6945 -6.7944
H -5.4440 -3.2373 2.4034
H 3.1262 4.0228 2.2413
H -3.4283 -1.6289 4.2541
H -8.1335 -4.3035 1.6698
H -1.5356 0.1570 5.0999
H 1.3894 -1.0801 4.9309
H 0.0088 -1.5932 1.9428
H 2.1160 1.5178 -9.4900
H -1.9846 4.6983 5.1589
H -3.7257 -4.0414 1.0543
H 3.4529 1.9982 -3.5173
H -0.3028 -2.7218 4.0763
H -1.1474 -0.1249 3.2713
H 4.3951 3.2295 -4.7209
H -2.4637 -2.7368 -1.3231
*
```

---

Asked for electronic energy across the records above, the calculation gives -4102.820226 -5582.668307 a.u. in order.